{"formula": "C2H6O2S2", "method": "ωB97M-V/def2-TZVPD", "species": ["H", "H", "O", "C", "S", "H", "H", "O", "C", "S", "H", "H"], "coordinates": [[-1.17, -0.55, 3.52], [-1.65, -0.35, 4.06], [-2.49, 0.27, -1.88], [-1.55, 0.08, -1.00], [-0.75, 1.26, -0.25], [-2.70, 1.22, -2.03], [-1.44, -0.98, -0.82], [2.27, 0.78, -0.39], [2.70, -0.43, -0.27], [1.70, -1.67, -0.46], [1.31, 0.79, -0.49], [3.76, -0.42, 0.01]], "gap_ev": 8.765, "relative_energy_ev": 2.073, "smiles": "[H][H].OC=S.OC=S", "homo_energy_ev": -8.805, "total_energy_ha": -1026.5864}